A structure of composition C28H29Cl2F5NO7S2Ti at a distorted geometry. Source: OMol25; level of theory: ωB97M-V/def2-TZVPD.

* E_HOMO: -0.4110 hartree
* max |F|: 1.1 eV/Å
* energy above the lowest of the compared OMol25 structures with the same formula, charge and spin: 19.9 kcal per mole
* Kohn-Sham gap: 6.56 eV

The geometry in ORCA input format:
```
! RIJCOSX wB97M-V def2-TZVPD def2/J DEFGRID3
* xyz 1 1
Ti 0.9167 -0.4096 -0.4687
C -4.2540 -1.8133 0.4796
C -3.6325 -0.5526 1.0778
C -4.6597 0.1648 1.9575
C -2.3351 -0.8207 1.8279
C -1.7638 0.1565 2.6484
C -0.5992 -0.0789 3.3597
C 0.0594 -1.3053 3.2789
C 1.2953 -1.5902 4.0923
C -0.4833 -2.2667 2.4393
C -1.6603 -2.0313 1.7309
H -5.2098 -1.5674 0.0154
H -4.4431 -2.5582 1.2557
H -3.6242 -2.2621 -0.2895
H -3.3876 0.1099 0.2372
H -4.8770 -0.4290 2.8477
H -5.5937 0.3042 1.4106
H -4.3236 1.1475 2.2900
H -2.2470 1.1208 2.7583
H -0.2071 0.6963 4.0099
H 2.1744 -1.7125 3.4537
H 1.1820 -2.5159 4.6571
H 1.4965 -0.7864 4.7999
H -0.0138 -3.2423 2.3678
H -2.0687 -2.8321 1.1292
O 0.1706 -2.1912 -0.5598
S -0.3762 -2.0271 -1.9823
O -1.7368 -2.3740 -2.1382
O -0.0398 -0.5792 -2.2182
C 0.6289 -2.9826 -3.0363
C -0.0036 -4.0520 -3.6471
C 0.7178 -4.8710 -4.5063
C 2.0536 -4.6213 -4.7430
C 2.6964 -3.5474 -4.1328
C 1.9984 -2.7186 -3.2773
S 2.8933 -1.2782 -2.7404
O 4.2889 -1.5327 -2.7812
O 2.3914 -0.1749 -3.4989
O 2.4403 -1.1154 -1.2368
H -1.0518 -4.2303 -3.4541
H 0.2253 -5.7054 -4.9863
H 2.6115 -5.2595 -5.4153
H 3.7403 -3.3402 -4.3237
C -2.5309 3.7153 0.6950
C -2.3028 2.9847 -0.6351
C -1.5664 3.8939 -1.6362
C -3.6215 2.4789 -1.2330
C -1.4082 1.8346 -0.3765
N -0.6882 0.9653 -0.1802
H -3.1092 4.6174 0.4951
H -1.5867 4.0021 1.1584
H -3.0915 3.0933 1.3937
H -2.2393 4.7059 -1.9096
H -1.2900 3.3520 -2.5411
H -0.6673 4.3210 -1.1908
H -4.1986 3.3460 -1.5531
H -4.2055 1.9284 -0.4966
H -3.4515 1.8379 -2.0983
F 5.7592 3.0164 3.0573
C 4.7253 2.3179 2.6127
C 3.5170 2.9479 2.3737
F 3.3866 4.2512 2.5941
C 2.4483 2.2205 1.8864
F 1.2952 2.8462 1.6316
C 2.5773 0.8671 1.6245
O 1.5734 0.1678 1.0350
C 3.7903 0.2425 1.8777
F 3.9426 -1.0493 1.6036
C 4.8604 0.9610 2.3716
F 6.0226 0.3602 2.5863
Cl 1.7399 2.0102 -1.4511
C 3.3900 2.3700 -2.0936
Cl 4.6642 1.6105 -1.1763
H 3.4786 3.4446 -1.9984
H 3.3973 2.0141 -3.1154
*
```

Atom charges from the Mulliken analysis, given in e for atoms 1 to 6:
1 Ti 0.50
2 C -1.81
3 C 2.35
4 C -1.63
5 C 0.41
6 C -0.52